(1)
Entry from the OMol25 dataset: a 2-piece molecular cluster, C5H12NO2 overall in a non-equilibrium geometry (wB97M-V/def2-TZVPD).

```
20
Properties=species:S:1:pos:R:3:nbo_charge:R:1
H -0.78 0.66 0.96 0.379
H -3.11 1.35 0.08 0.216
N -1.36 0.26 0.31 -0.508
H 2.03 -1.29 -1.58 0.250
O 2.63 -0.02 1.39 -0.448
C -2.22 1.09 -0.50 -0.444
H -2.83 -0.64 1.48 0.206
H -1.72 2.04 -0.79 0.224
C 2.58 -1.32 -0.67 -0.745
O 1.02 1.81 0.07 -0.553
H 1.67 1.98 0.83 0.537
H -1.23 -1.50 1.36 0.214
C -1.99 -0.90 0.76 -0.420
H 3.78 -1.28 -0.78 0.306
H 0.89 0.57 -1.35 0.212
C 1.11 0.57 -0.30 0.361
H -2.64 0.62 -1.40 0.226
H -2.42 -1.43 -0.04 0.217
C 2.20 -0.33 0.28 0.472
H 2.40 -2.25 -0.12 0.297
```

Computed properties:
multiplicity = 1
frontier orbital gap (alpha / beta) = 6.97 / 6.98 eV
molecular weight = 118.16 g mol⁻¹
net charge = +1
DFT total energy = -402.5743 a.u.

=====

(2)
Entry from the OMol25 dataset: C24H43ClO4P2Y as an isolated structure in a non-equilibrium geometry (wB97M-V/def2-TZVPD).

```
75
Properties=species:S:1:pos:R:3:lowdin_charge:R:1
C 1.20 -3.39 1.38 -0.001
C -0.61 -2.62 3.06 -0.112
C -5.17 -0.71 -2.07 -0.142
H 0.38 -3.66 0.70 0.078
H 1.95 -2.84 0.80 0.089
H 2.97 -0.13 2.89 0.091
H 4.48 1.60 -1.52 0.026
H -5.61 0.14 -1.53 0.076
P 3.39 2.56 0.37 0.818
Cl -1.41 1.77 1.64 0.901
H -1.20 2.21 -5.18 0.118
C -0.86 1.33 -4.60 -0.219
C -1.94 1.06 -3.58 -0.390
C 2.27 3.62 -0.74 -0.464
H 0.98 -0.36 6.19 0.112
H 2.74 3.68 -1.73 0.065
O -2.93 0.33 -0.83 -0.472
H -5.41 -0.61 -3.14 0.069
Y -1.01 1.30 -1.54 1.447
O -0.84 3.13 1.61 -0.468
C 0.85 3.24 -0.86 -0.282
H 0.61 -0.80 -1.43 0.111
H 0.61 -1.14 -4.39 0.120
H 2.31 4.60 -0.24 0.073
C 2.86 -1.22 2.98 0.002
H 1.63 1.39 -2.07 0.074
C 0.37 -0.34 -2.40 -0.239
H 0.37 -2.36 -3.15 0.119
C -1.80 -1.48 5.04 0.009
C 3.93 3.74 1.65 -0.331
H -1.50 -3.96 1.67 0.076
H 3.04 4.08 2.19 0.037
H -0.79 0.52 -5.35 0.103
H 4.94 3.33 -1.34 0.038
C 0.88 0.91 -2.73 -0.248
H -2.07 -4.17 3.34 0.112
H -1.83 -2.28 -0.91 0.061
H 0.26 0.87 5.12 0.100
H -2.73 -1.82 4.56 0.090
H 1.31 1.42 -4.80 0.132
H -3.33 -0.47 -4.01 0.099
H 1.67 -4.34 1.71 0.117
H -1.92 -0.43 5.32 0.101
H 3.49 -1.55 3.81 0.114
C 4.78 2.39 -0.81 -0.340
H 0.33 3.39 0.08 -0.015
C -2.89 -2.32 -1.20 -0.165
H -1.83 -2.44 -3.49 0.078
H -2.77 1.78 -3.62 0.093
H -3.48 -2.53 -0.29 0.063
P -3.42 -0.74 -1.81 0.687
C 1.45 -1.59 3.21 -0.121
C -1.75 -3.43 2.59 -0.002
H -5.61 -1.64 -1.67 0.067
H 0.64 2.74 -3.89 0.112
H 3.23 -1.68 2.06 0.081
C 0.03 -1.36 -3.48 -0.164
H -1.67 -2.07 5.96 0.117
H 4.47 4.59 1.22 0.040
C -2.44 -0.36 -3.36 -0.407
O -0.43 0.93 0.69 -0.617
C 0.60 -1.03 4.20 -0.134
C -0.66 -1.69 4.13 -0.126
H 5.69 2.05 -0.29 0.032
H 1.97 0.42 4.94 0.090
C -1.46 -1.47 -3.85 -0.189
H 4.57 3.19 2.37 0.027
C 0.97 0.03 5.16 0.007
H 0.34 3.77 -1.71 0.030
O -1.26 1.18 2.98 -0.462
H -2.61 -2.78 2.39 0.099
H -1.54 -1.50 -4.94 0.117
C 0.57 1.65 -4.02 -0.163
H -3.04 -3.10 -1.97 0.069
C 0.70 -2.58 2.50 -0.113
```

Computed properties:
multiplicity = 1
frontier orbital gap (alpha / beta) = 2.90 / 2.92 eV
molecular weight = 581.91 g mol⁻¹
net charge = +1
DFT total energy = -2421.8582 a.u.

=====

(3)
Entry from the OMol25 dataset: one molecule with the formula C14H30NOP in a non-equilibrium geometry (wB97M-V/def2-TZVPD).

```
47
Properties=species:S:1:pos:R:3:nbo_charge:R:1
H 2.08 -2.03 -1.40 0.203
C 1.54 1.09 -1.63 -0.387
H 2.60 1.19 -1.87 0.202
H 1.62 -0.95 -0.15 0.200
H 0.04 -3.03 -1.63 0.199
C 2.33 0.72 3.69 -0.774
H -1.83 -1.87 -1.76 0.209
C 0.82 2.28 -2.26 -0.413
H 0.21 -2.80 0.07 0.201
H 1.06 2.41 -3.31 0.208
C 0.05 -2.27 -0.86 -0.408
N 2.77 -1.32 2.39 -0.608
H -1.59 0.31 1.56 0.195
H -0.99 -2.64 1.92 0.197
C 1.10 -0.28 -2.16 -0.433
C -0.91 -0.47 1.88 -0.401
H -3.04 -1.16 0.30 0.191
H 1.77 -0.53 -2.97 0.201
P 0.60 1.32 3.42 0.538
H -1.23 -0.47 -0.94 0.202
H -3.27 1.07 -3.49 0.185
C -2.60 1.92 -3.42 -0.244
H 1.48 1.17 -0.55 0.188
C -0.68 2.27 -2.06 -0.058
H -0.90 2.00 -1.02 0.160
H 0.11 -0.26 -2.59 0.227
H -3.04 2.64 -2.73 0.172
H 2.92 1.61 3.81 0.243
C -1.63 -1.79 1.71 -0.402
H 0.02 -1.07 3.72 0.222
H -1.37 0.06 3.89 0.229
H 2.23 -1.68 3.18 0.315
H -2.73 -2.85 0.16 0.201
H -1.02 3.30 -2.19 0.167
O -1.33 1.45 -3.00 -0.561
H 3.47 0.48 1.81 0.169
H 1.19 3.18 -1.77 0.202
C -2.24 -1.90 0.31 -0.383
H -2.46 -1.84 2.41 0.201
C -1.31 -1.55 -0.86 -0.406
H 2.40 0.18 4.63 0.244
H -2.52 2.33 -4.42 0.175
C 1.27 -1.38 -1.08 -0.382
H 0.63 1.80 2.09 -0.039
C -0.48 -0.19 3.34 -0.687
C 2.90 -0.07 2.55 0.134
H -0.02 -0.39 1.26 0.210
```

Computed properties:
multiplicity = 1
frontier orbital gap = 9.42 eV
molecular weight = 259.37 g mol⁻¹
DFT total energy = -1022.7077 a.u.

=====

(4)
Entry from the OMol25 dataset: a 3-piece molecular cluster, C5H15NO4 overall in a non-equilibrium geometry (wB97M-V/def2-TZVPD).

```
25
Properties=species:S:1:pos:R:3:nbo_charge:R:1
H -3.57 -2.63 -2.76 0.474
O -4.15 -1.70 -0.19 -0.946
H 1.48 -0.64 -1.23 0.404
H 1.99 2.03 -1.47 0.215
N 0.81 -0.45 -0.48 -0.639
H -3.87 -2.06 0.67 0.495
O -2.94 -2.92 -2.07 -0.985
C 2.28 0.64 1.23 -0.408
H 2.67 2.74 1.72 0.196
H 1.33 2.00 2.79 0.212
H 3.08 0.56 0.52 0.198
H 0.27 1.07 1.12 0.234
O -1.34 -0.93 0.22 -0.742
H -3.53 -0.89 -0.25 0.511
H -3.42 -2.41 -1.36 0.491
H -1.37 -2.42 -1.65 0.534
C 1.16 2.00 -0.73 -0.643
C 1.06 0.83 0.30 -0.039
C 2.29 1.78 2.33 -0.606
H 2.22 -0.25 1.83 0.215
H 3.00 1.59 3.10 0.215
H 1.26 3.02 -0.12 0.217
O -0.47 -1.96 -1.61 -0.725
C -0.40 -1.05 -0.60 0.896
H 0.17 2.06 -1.32 0.227
```

Computed properties:
multiplicity = 1
frontier orbital gap = 10.56 eV
molecular weight = 153.18 g mol⁻¹
DFT total energy = -555.2288 a.u.

=====

DFT total energy of number 2 (C24H43ClO4P2Y)? -2421.8582 a.u.

=====

Look up the DFT total energy of the third one. -1022.7077 a.u.

=====

Which formula does entry 3 have? C14H30NOP